Entry from the OMol25 dataset: one molecule with the formula H4N4O2 at a distorted geometry (ωB97M-V/def2-TZVPD).

Highest occupied orbital energy, eV: -8.835
Spin multiplicity: 1
Orbital gap, eV: 9.9
Energy relative to the best compared isomer or geometry (same formula, charge and spin), kcal/mol: 26.66
Net charge: 0

Last column: Löwdin charge in e.
Element x y z (Å)
O 2.5128 -1.2203 -0.1560  -0.032
O -0.2336 -1.4495 0.1889  -0.013
N -0.1869 0.7413 -0.0857  -0.010
N 0.3157 -0.3542 0.0973  -0.387
N -1.5292 0.8855 -0.2812  0.062
N 1.6962 -0.1270 0.3835  0.036
H -1.9611 1.7163 -0.0649  0.046
H 1.9735 0.7507 0.0143  0.108
H -2.1619 0.0290 -0.1110  0.130
H 1.9446 -1.9822 -0.1154  0.059